# 1
Computed, not measured: a structure of composition C42H42As2O3STe2Tl, with ωB97M-V with the def2-TZVPD basis set.

The geometry in ORCA input format:
```
! RIJCOSX wB97M-V def2-TZVPD def2/J DEFGRID3
* xyz -1 1
Tl -0.28 -1.85 1.79
C -0.03 -1.69 -3.14
C -1.34 -0.95 -3.41
As -2.33 -0.49 -1.75
C -1.63 1.32 -1.45
C -1.69 2.31 -2.43
C -1.15 3.56 -2.19
C -0.55 3.84 -0.97
C -0.49 2.87 0.01
C -1.03 1.61 -0.23
C -4.02 0.02 -2.59
C -4.20 0.24 -3.95
C -5.44 0.60 -4.45
C -6.52 0.75 -3.60
C -6.36 0.53 -2.24
C -5.12 0.17 -1.73
As 1.02 -0.81 -1.71
C 1.69 0.75 -2.71
C 1.58 0.89 -4.09
C 2.07 2.03 -4.72
C 2.67 3.03 -3.98
C 2.78 2.90 -2.60
C 2.28 1.77 -1.97
C 2.64 -1.90 -1.77
C 2.93 -2.69 -0.66
C 4.09 -3.44 -0.61
C 4.98 -3.42 -1.68
C 4.70 -2.63 -2.79
C 3.54 -1.88 -2.84
H 0.57 -1.84 -4.04
H -0.24 -2.68 -2.72
H -2.02 -1.58 -4.00
H -1.16 -0.04 -3.99
H -2.16 2.10 -3.39
H -1.19 4.32 -2.97
H -0.12 4.82 -0.79
H -0.02 3.07 0.96
H -0.99 0.86 0.55
H -3.36 0.14 -4.63
H -5.56 0.77 -5.52
H -7.49 1.03 -3.99
H -7.20 0.64 -1.56
H -4.99 0.00 -0.67
H 1.13 0.11 -4.69
H 1.97 2.12 -5.80
H 3.04 3.92 -4.47
H 3.23 3.68 -2.01
H 2.35 1.68 -0.89
H 2.27 -2.67 0.20
H 4.32 -4.01 0.28
H 5.90 -3.99 -1.63
H 5.40 -2.60 -3.62
H 3.34 -1.24 -3.69
Te -0.97 -0.60 4.81
C 7.30 -3.70 2.13
C 6.11 -2.78 2.07
C 6.08 -1.68 1.23
C 4.98 -0.84 1.15
C 5.01 0.29 0.16
C 3.85 -1.09 1.95
Te 2.14 0.16 1.76
C 3.88 -2.19 2.82
C 2.72 -2.52 3.72
C 5.00 -3.01 2.86
H 8.10 -3.35 1.46
H 7.04 -4.72 1.83
H 7.72 -3.75 3.14
H 6.94 -1.48 0.59
H 5.96 0.29 -0.38
H 4.88 1.25 0.65
H 4.20 0.19 -0.56
H 2.25 -1.61 4.11
H 3.04 -3.13 4.57
H 1.96 -3.09 3.18
H 4.99 -3.86 3.54
C -7.20 2.77 6.27
C -6.23 2.08 5.36
C -5.95 2.58 4.09
C -5.05 1.94 3.25
C -4.44 0.78 3.68
C -4.71 0.25 4.93
C -5.60 0.90 5.76
S -3.29 -0.06 2.62
O -1.90 0.37 3.12
O -3.48 -1.47 2.80
O -3.47 0.51 1.30
H -7.49 3.74 5.87
H -6.77 2.93 7.26
H -8.11 2.18 6.40
H -6.43 3.49 3.76
H -4.83 2.33 2.27
H -4.22 -0.67 5.24
H -5.81 0.49 6.74
*
```

Values from the calculation:
- orbital gap (eV) = 6.04
- LUMO (eV) = 2.146
- molar mass (g/mol) = 1236.3
- HOMO energy (eV) = -3.893

These are the Mulliken partial charges, in e, on atoms 1 to 2: atom 1 (Tl): 0.501, atom 2 (C): -1.661



# 2
Computed, not measured: a cluster of 3 separate species, C11H26FNO10P2 in total in a non-equilibrium geometry, with ωB97M-V with the def2-TZVPD basis set.

The geometry in ORCA input format:
```
! RIJCOSX wB97M-V def2-TZVPD def2/J DEFGRID3
* xyz 0 1
C -1.21 -1.92 3.55
C -1.71 -3.27 2.99
N -2.31 -4.06 3.76
C -1.56 -3.72 1.53
C -0.73 -2.78 0.67
O -1.22 -1.84 0.14
O 0.60 -3.13 0.51
C 1.43 -2.01 0.61
F 1.49 -1.54 1.90
H -1.15 -1.12 2.80
H -0.28 -2.05 4.12
H -1.97 -1.60 4.28
H -2.36 -3.66 4.69
H -1.09 -4.71 1.54
H -2.56 -3.82 1.09
H 2.45 -2.32 0.32
H 1.14 -1.22 -0.10
C -2.81 2.45 -2.26
O -3.89 2.72 -1.36
P -4.47 1.41 -0.49
O -5.07 0.64 -1.64
O -5.55 2.34 0.27
C -6.55 2.99 -0.51
O -4.62 0.26 0.71
C -4.22 -1.07 0.39
H -2.29 3.38 -2.46
H -2.10 1.74 -1.82
H -3.20 2.05 -3.19
H -6.74 2.47 -1.45
H -6.25 4.01 -0.72
H -7.48 3.00 0.07
H -3.31 -1.07 -0.21
H -5.02 -1.58 -0.14
H -4.02 -1.60 1.32
C 7.33 2.19 -2.12
O 6.74 1.01 -1.56
P 5.05 0.93 -1.58
O 4.96 2.07 -0.59
O 5.05 -0.50 -0.84
C 5.72 -0.63 0.41
O 3.39 0.86 -1.81
C 2.70 2.09 -2.02
H 8.37 1.96 -2.38
H 6.80 2.50 -3.02
H 7.32 2.99 -1.38
H 5.80 0.33 0.92
H 6.71 -1.04 0.25
H 5.15 -1.31 1.03
H 3.27 2.75 -2.67
H 2.51 2.57 -1.07
H 1.75 1.86 -2.50
*
```

Values from the calculation:
- orbital gap (eV) = 7.44
- LUMO (eV) = -2.209
- molar mass (g/mol) = 413.3
- relative energy (zero: lowest compared OMol25 entry of this formula, charge and spin) (kcal/mol) = 95.8
- HOMO energy (eV) = -9.648

These are the Mulliken partial charges, in e, on atoms 1 to 2: atom 1 (C): -1.312, atom 2 (C): 0.571



# 3
Computed, not measured: a structure of composition C4H11Cl2N3O6 in a non-equilibrium geometry, with ωB97M-V with the def2-TZVPD basis set.

The geometry in ORCA input format:
```
! RIJCOSX wB97M-V def2-TZVPD def2/J DEFGRID3
* xyz 0 1
C -6.64 -14.21 32.35
N -5.77 -13.03 32.30
O -6.25 -11.94 32.02
O -4.56 -13.23 32.45
H -6.65 -14.72 33.32
H -6.14 -14.84 31.61
H -7.67 -14.02 32.04
C -7.99 -10.82 28.58
N -8.51 -11.23 27.23
O -7.82 -11.03 26.27
O -9.58 -11.84 27.21
H -6.90 -10.82 28.48
H -8.21 -11.65 29.25
H -8.44 -9.87 28.85
C -6.17 -17.40 29.58
N -7.55 -17.52 28.97
O -7.71 -17.14 27.83
O -8.49 -17.99 29.65
H -5.37 -17.63 28.88
H -6.16 -18.08 30.43
H -5.98 -16.37 29.87
C -7.92 -14.59 29.00
Cl -7.93 -13.04 28.15
Cl -6.61 -14.59 30.20
H -8.85 -14.62 29.57
H -7.78 -15.33 28.21
*
```

Values from the calculation:
- orbital gap (eV) = 9.43
- LUMO (eV) = -0.507
- molar mass (g/mol) = 268.1
- relative energy (zero: lowest compared OMol25 entry of this formula, charge and spin) (kcal/mol) = 187.7
- HOMO energy (eV) = -9.937

These are the Mulliken partial charges, in e, on atoms 1 to 2: atom 1 (C): -0.628, atom 2 (N): 0.915



# 4
Computed, not measured: a cluster of 2 separate species, C4H11N3S in total in a non-equilibrium geometry, with ωB97M-V with the def2-TZVPD basis set.

The geometry in ORCA input format:
```
! RIJCOSX wB97M-V def2-TZVPD def2/J DEFGRID3
* xyz 0 1
C -1.76 1.12 -1.87
C -0.59 1.99 -1.69
C -0.39 0.52 -1.63
C 2.80 -1.43 1.94
N 0.47 0.83 1.05
N -0.40 -1.53 -0.04
N 1.87 -2.25 1.85
S 0.63 -0.10 -0.16
H -2.42 1.06 -1.00
H -2.33 0.99 -2.84
H -0.18 2.66 -2.42
H -0.50 2.27 -0.63
H 0.08 0.21 -2.50
H 3.67 -1.58 2.58
H 2.74 -0.39 1.44
H -0.51 -1.96 -1.02
H -0.41 1.42 1.25
H 0.19 -2.10 0.63
H 1.86 -2.98 2.47
*
```

Values from the calculation:
- orbital gap (eV) = 9.74
- LUMO (eV) = 0.986
- molar mass (g/mol) = 133.2
- relative energy (zero: lowest compared OMol25 entry of this formula, charge and spin) (kcal/mol) = 108.4
- HOMO energy (eV) = -8.759

These are the Mulliken partial charges, in e, on atoms 1 to 2: atom 1 (C): -0.236, atom 2 (C): -0.533



# 5
Computed, not measured: a cluster of 2 separate species, BH3S3 in total in a non-equilibrium geometry, with ωB97M-V with the def2-TZVPD basis set.

The geometry in ORCA input format:
```
! RIJCOSX wB97M-V def2-TZVPD def2/J DEFGRID3
* xyz 0 1
B -0.03 0.35 0.42
S 1.34 -2.10 -0.40
S -1.20 0.44 -0.83
S 0.47 1.42 1.65
H 0.09 -2.32 -0.74
H -0.18 -0.05 -1.54
H -0.50 2.26 1.44
*
```

Values from the calculation:
- orbital gap (eV) = 7.47
- LUMO (eV) = -1.018
- molar mass (g/mol) = 110.0
- relative energy (zero: lowest compared OMol25 entry of this formula, charge and spin) (kcal/mol) = 70.6
- HOMO energy (eV) = -8.490

These are the Mulliken partial charges, in e, on atoms 1 to 2: atom 1 (B): 0.410, atom 2 (S): -0.453



# 6
Computed, not measured: a structure of composition C34H29AsN4O4PtS, with ωB97M-V with the def2-TZVPD basis set.

The geometry in ORCA input format:
```
! RIJCOSX wB97M-V def2-TZVPD def2/J DEFGRID3
* xyz 0 3
Pt -1.46 1.09 0.47
C -5.17 3.50 -0.24
C -3.78 2.97 -0.06
N -3.52 1.74 0.24
N -4.52 0.86 0.43
C -4.17 -0.14 1.19
N -5.10 -1.10 1.43
S -2.67 -0.27 2.06
C -2.62 3.87 -0.15
C -2.71 5.15 -0.72
C -1.60 5.96 -0.73
C -0.41 5.48 -0.18
C -0.40 4.21 0.35
N -1.47 3.42 0.37
H -5.89 2.74 0.05
H -5.34 3.75 -1.29
H -5.32 4.40 0.35
H -5.84 -1.14 0.74
H -4.73 -2.00 1.70
H -3.65 5.49 -1.14
H -1.64 6.95 -1.17
H 0.48 6.09 -0.16
H 0.51 3.80 0.79
O -3.20 -1.72 -0.91
C -1.98 -1.79 -0.93
O -1.14 -0.84 -0.72
C -1.28 -3.10 -1.18
C -0.70 -3.38 -2.41
C 0.00 -4.57 -2.64
C 0.11 -5.43 -1.58
O 0.74 -6.65 -1.53
C 0.64 -7.09 -0.18
O -0.22 -6.19 0.52
C -0.47 -5.16 -0.35
C -1.17 -4.01 -0.12
H -0.80 -2.66 -3.21
H 0.44 -4.79 -3.59
H 1.63 -7.07 0.28
H 0.21 -8.09 -0.15
H -1.63 -3.80 0.84
C 3.76 3.55 2.77
C 4.15 3.10 1.51
C 3.35 2.23 0.80
C 2.14 1.79 1.33
C 1.75 2.24 2.59
C 2.55 3.11 3.31
As 0.93 0.55 0.45
C 1.55 -1.10 1.24
C 0.67 -1.88 1.97
C 1.12 -3.05 2.57
C 2.45 -3.43 2.44
C 3.33 -2.64 1.71
C 2.88 -1.48 1.11
C 1.59 0.49 -1.36
C 1.81 -0.73 -1.99
C 2.20 -0.75 -3.33
C 2.36 0.44 -4.03
C 2.12 1.65 -3.40
C 1.73 1.68 -2.07
H 4.38 4.23 3.32
H 5.09 3.44 1.09
H 3.67 1.88 -0.18
H 0.80 1.91 3.01
H 2.24 3.45 4.29
H -0.38 -1.60 2.04
H 0.43 -3.66 3.14
H 2.80 -4.33 2.91
H 4.36 -2.94 1.60
H 3.57 -0.86 0.54
H 1.65 -1.65 -1.46
H 2.37 -1.70 -3.82
H 2.66 0.41 -5.06
H 2.23 2.58 -3.95
H 1.54 2.63 -1.59
*
```

Values from the calculation:
- orbital gap (alpha / beta) (eV) = 6.38 / 6.46
- LUMO (alpha / beta) (eV) = -0.288 / -1.062
- molar mass (g/mol) = 859.7
- relative energy (zero: lowest compared OMol25 entry of this formula, charge and spin) (kcal/mol) = 0.0
- HOMO energy (alpha / beta) (eV) = -6.663 / -7.517

These are the Mulliken partial charges, in e, on atoms 1 to 2: atom 1 (Pt): 1.260, atom 2 (C): -1.611



# 7
Computed, not measured: the molecule C3H4N2S3 in a non-equilibrium geometry, with ωB97M-V with the def2-TZVPD basis set.

The geometry in ORCA input format:
```
! RIJCOSX wB97M-V def2-TZVPD def2/J DEFGRID3
* xyz 0 1
C 1.30 0.92 -0.54
C -1.40 -1.00 0.82
C -0.08 1.11 -0.54
N -1.23 -1.40 -0.43
N -0.83 -0.82 -1.35
S 2.22 1.33 -1.84
S -1.07 0.93 0.90
S 1.84 0.05 0.89
H -2.37 -1.06 1.45
H -0.79 -1.44 1.50
H -0.66 1.83 -1.20
H 3.06 -0.44 0.35
*
```

Values from the calculation:
- orbital gap (alpha / beta) (eV) = 7.23 / 7.23
- LUMO (alpha / beta) (eV) = -1.278 / -1.279
- molar mass (g/mol) = 164.3
- relative energy (zero: lowest compared OMol25 entry of this formula, charge and spin) (kcal/mol) = 75.5
- HOMO energy (alpha / beta) (eV) = -8.509 / -8.509

These are the Mulliken partial charges, in e, on atoms 1 to 2: atom 1 (C): 0.498, atom 2 (C): -0.334



# 8
Computed, not measured: a structure of composition C36H40MgN10O6 in a non-equilibrium geometry, with ωB97M-V with the def2-TZVPD basis set.

The geometry in ORCA input format:
```
! RIJCOSX wB97M-V def2-TZVPD def2/J DEFGRID3
* xyz 1 2
Mg -1.70 2.76 -1.27
N -0.41 0.39 0.45
O 0.02 0.39 1.61
O -0.85 1.40 -0.06
O -0.48 -0.56 -0.26
N -4.17 3.05 0.78
O -3.12 2.93 0.07
O -4.39 4.14 1.22
O -4.85 2.11 0.99
N 1.01 -1.87 -2.67
C 2.00 -1.95 -3.60
C 1.54 -1.77 -4.90
C 0.18 -1.62 -4.79
C -0.16 -1.59 -3.37
H 1.17 -1.91 -1.67
H 3.01 -2.11 -3.24
H 2.08 -1.83 -5.84
H -0.44 -1.52 -5.67
H -1.11 -1.36 -2.92
N 4.12 3.09 -0.66
C 5.12 2.13 -0.64
C 4.60 1.03 0.03
C 3.28 1.31 0.35
C 3.05 2.67 0.02
H 4.27 4.04 -0.96
H 6.10 2.31 -1.04
H 5.24 0.18 0.23
H 2.66 0.64 0.94
H 2.24 3.28 0.40
N 0.45 -1.31 3.85
C -0.34 -2.42 4.13
C 0.46 -3.19 4.92
C 1.72 -2.60 5.15
C 1.70 -1.43 4.33
H 0.14 -0.57 3.23
H -1.37 -2.42 3.81
H 0.05 -4.11 5.31
H 2.51 -2.99 5.77
H 2.37 -0.61 4.16
N -2.26 -3.78 0.55
C -2.61 -2.80 1.39
C -3.80 -3.21 2.02
C -4.30 -4.29 1.34
C -3.32 -4.67 0.43
H -1.43 -3.86 -0.03
H -1.91 -2.00 1.59
H -4.29 -2.73 2.85
H -5.29 -4.70 1.49
H -3.25 -5.43 -0.33
N -2.73 3.41 5.40
C -1.64 4.23 5.55
C -0.73 4.40 4.49
C -0.85 3.58 3.36
C -1.92 2.71 3.22
C -2.87 2.67 4.23
H -1.56 4.83 6.45
H 0.01 5.19 4.53
H -0.16 3.78 2.55
H -2.14 2.18 2.31
H -3.80 2.11 4.21
N -0.04 2.74 -2.42
C 0.39 3.92 -3.02
C 1.65 4.15 -3.58
C 2.41 3.03 -3.85
C 1.94 1.71 -3.52
C 0.79 1.64 -2.73
H -0.11 4.83 -2.74
H 1.94 5.18 -3.75
H 3.38 3.11 -4.32
H 2.59 0.89 -3.79
H 0.43 0.72 -2.29
N -2.56 1.35 -2.31
C -2.54 1.28 -3.70
C -3.40 0.54 -4.55
C -4.16 -0.47 -3.92
C -4.11 -0.58 -2.52
C -3.32 0.34 -1.79
H -1.96 2.05 -4.19
H -3.46 0.72 -5.61
H -4.83 -1.06 -4.53
H -4.78 -1.32 -2.11
H -3.38 0.35 -0.71
N 4.47 -4.22 0.32
C 3.70 -4.28 1.48
C 2.62 -3.40 1.64
C 2.44 -2.33 0.75
C 3.26 -2.25 -0.37
C 4.21 -3.25 -0.59
H 3.96 -5.14 2.07
H 1.97 -3.63 2.47
H 1.67 -1.60 0.92
H 3.14 -1.47 -1.11
H 4.85 -3.23 -1.46
*
```

Values from the calculation:
- orbital gap (alpha / beta) (eV) = 5.49 / 1.89
- LUMO (alpha / beta) (eV) = -3.863 / -7.454
- molar mass (g/mol) = 733.1
- HOMO energy (alpha / beta) (eV) = -9.357 / -9.347

These are the Mulliken partial charges, in e, on atoms 1 to 2: atom 1 (Mg): 1.123, atom 2 (N): 0.480



# 9
Computed, not measured: a structure of composition C9H18ClIO3PZr in a non-equilibrium geometry, with ωB97M-V with the def2-TZVPD basis set.

The geometry in ORCA input format:
```
! RIJCOSX wB97M-V def2-TZVPD def2/J DEFGRID3
* xyz 3 1
C -1.52 -0.41 0.65
C -1.59 -2.02 0.69
H -2.50 -0.14 1.10
H -1.59 0.23 -0.35
H -0.75 -0.11 1.36
O -2.15 -2.73 -0.16
I 1.04 -2.66 0.83
Zr 0.04 2.06 -0.44
P -0.31 -0.26 -2.36
C -0.32 -2.12 -2.62
C -1.90 -0.13 -3.30
H 1.02 1.18 -3.74
H 0.59 -0.37 -4.61
H 1.85 -0.34 -3.33
C 0.90 0.10 -3.67
H -2.19 0.91 -3.42
H -1.81 -0.60 -4.29
H -0.59 -2.33 -3.68
H -1.04 -2.60 -1.94
H -2.70 -0.63 -2.73
H 0.67 -2.53 -2.42
C -0.93 -2.56 1.98
O -1.31 -2.36 3.09
Cl 0.39 3.67 -2.12
C 0.54 0.71 3.34
C 1.33 1.71 2.55
C 2.51 2.35 3.20
O 0.99 1.92 1.36
H 0.85 0.82 4.38
H 0.86 -0.32 3.10
H -0.56 0.88 3.34
H 3.45 1.89 2.90
H 2.50 3.44 3.19
H 2.46 2.08 4.28
*
```

Values from the calculation:
- orbital gap (eV) = 4.53
- LUMO (eV) = -14.398
- molar mass (g/mol) = 458.8
- HOMO energy (eV) = -18.930

These are the Mulliken partial charges, in e, on atoms 1 to 2: atom 1 (C): -0.014, atom 2 (C): 0.270



# 10
Computed, not measured: a structure of composition C22H21FeN2O5 in a non-equilibrium geometry, with ωB97M-V with the def2-TZVPD basis set.

The geometry in ORCA input format:
```
! RIJCOSX wB97M-V def2-TZVPD def2/J DEFGRID3
* xyz 1 5
O 3.59 -1.85 -3.07
C 3.16 -0.82 -3.39
Fe 2.69 0.83 -3.79
C 3.65 1.47 -2.46
O 4.36 1.82 -1.61
C 3.94 1.15 -4.97
O 4.78 1.51 -5.70
C -1.42 0.88 -0.94
C -0.80 0.25 -2.14
C 0.03 1.18 -2.97
C 0.40 2.42 -2.47
C 0.02 2.82 -1.18
C -0.89 2.04 -0.42
H -2.35 0.43 -0.50
H -0.12 -0.56 -1.76
H -1.53 -0.28 -2.78
H 0.15 0.90 -4.04
H 0.97 3.12 -3.10
H 0.34 3.78 -0.78
H -1.21 2.42 0.55
O 0.22 -1.94 0.11
C 0.56 -1.36 1.15
C 1.85 -0.73 1.48
C 1.72 -0.09 2.70
C 2.79 0.58 3.28
C 4.02 0.56 2.59
C 4.13 -0.06 1.34
C 3.03 -0.71 0.75
C 0.34 -0.25 3.19
O -0.23 0.26 4.15
N -0.25 -1.13 2.26
C -1.65 -1.57 2.36
C -2.62 -0.69 1.59
C -4.09 -1.03 1.86
C -4.78 -1.07 0.50
C -3.67 -1.42 -0.48
N -2.44 -0.84 0.12
H 2.65 1.06 4.24
H 4.89 1.04 3.04
H 5.08 -0.03 0.81
H 3.07 -1.20 -0.22
H -1.71 -2.61 1.99
H -1.90 -1.55 3.43
H -2.40 0.36 1.85
H -4.14 -2.02 2.33
H -4.53 -0.31 2.56
H -5.60 -1.78 0.46
H -5.17 -0.08 0.27
H -3.54 -2.51 -0.58
H -3.81 -1.02 -1.49
H -1.59 -1.37 -0.11
*
```

Values from the calculation:
- orbital gap (alpha / beta) (eV) = 7.03 / 5.28
- LUMO (alpha / beta) (eV) = -3.575 / -6.079
- molar mass (g/mol) = 449.3
- relative energy (zero: lowest compared OMol25 entry of this formula, charge and spin) (kcal/mol) = 0.0
- HOMO energy (alpha / beta) (eV) = -10.603 / -11.357

These are the Mulliken partial charges, in e, on atoms 1 to 2: atom 1 (O): -0.361, atom 2 (C): 0.266